ORCA calculation (ωB97M-V/def2-TZVPD) on an isolated molecule of C20H22N4O.

Each line ends with the natural charge from an NBO analysis.
Positions of all 47 atoms, in Å:
C  0.933138  3.622499  2.523010  -0.413
N  -0.310436  3.537448  1.782447  -0.439
C  -0.116116  3.488512  0.350718  -0.229
C  0.583309  2.195088  -0.121990  -0.237
N  0.378975  1.147785  0.863147  -0.445
C  -0.983386  1.164819  1.355211  -0.255
C  -1.177463  2.445553  2.197334  -0.219
H  -2.216145  2.783443  2.100863  0.191
H  -0.988098  2.235051  3.250315  0.199
H  -1.151174  0.289503  1.983732  0.212
H  -1.714851  1.139476  0.528266  0.170
C  0.904821  -0.147276  0.448801  -0.087
C  1.069146  -1.072191  1.630764  -0.066
C  1.173958  -2.448664  1.461714  -0.168
C  1.354227  -3.256837  2.571720  -0.255
C  1.427040  -2.656516  3.818922  0.026
N  1.348972  -1.348458  3.992788  -0.415
C  1.182028  -0.583313  2.929951  0.040
H  1.135952  0.479676  3.119568  0.203
H  1.559532  -3.242251  4.719156  0.191
H  1.437359  -4.327999  2.468704  0.218
H  1.117406  -2.881219  0.472412  0.222
C  0.110377  -0.781154  -0.677942  -0.134
C  0.554388  -0.659358  -1.980434  0.388
C  -0.218243  -1.186793  -3.049294  0.045
N  0.280940  -1.032047  -4.293681  -0.445
C  -0.404524  -1.503935  -5.298269  0.062
C  -1.636451  -2.165569  -5.154955  -0.268
C  -2.156500  -2.332741  -3.899346  -0.142
C  -1.447839  -1.838474  -2.784831  -0.007
C  -1.872201  -1.957110  -1.448241  -0.249
C  -1.108642  -1.442171  -0.437091  -0.172
H  -1.436490  -1.554740  0.585573  0.222
H  -2.803071  -2.461231  -1.234723  0.213
H  -3.100365  -2.836925  -3.745277  0.215
H  -2.152210  -2.530693  -6.029460  0.223
H  0.031273  -1.358002  -6.278368  0.194
O  1.726353  -0.058663  -2.286350  -0.681
H  1.811478  -0.116543  -3.254950  0.511
H  1.911061  0.056641  0.055216  0.240
H  1.661206  2.352066  -0.220503  0.198
H  0.189550  1.917721  -1.114428  0.175
H  -1.106591  3.564059  -0.107495  0.192
H  0.464039  4.360214  0.041775  0.206
H  1.478832  4.499159  2.174868  0.195
H  0.700705  3.761505  3.578403  0.198
H  1.574730  2.740655  2.412246  0.179

Cartesian forces, eV/Å:
0.00 0.05 0.02
0.07 0.05 0.04
-0.04 -0.04 -0.04
0.10 0.14 -0.02
0.03 -0.05 0.00
-0.09 0.16 0.08
-0.22 -0.03 -0.09
-0.01 -0.13 0.09
-0.02 0.00 0.01
-0.09 -0.01 -0.05
0.02 -0.08 0.07
0.18 0.16 -0.13
0.06 -0.20 0.11
0.03 0.10 0.15
0.02 0.06 -0.02
0.02 -0.30 -0.07
0.06 0.09 0.54
-0.05 0.15 -0.34
-0.04 0.12 -0.10
0.01 -0.13 0.02
0.01 -0.09 0.02
-0.03 -0.03 -0.06
0.52 0.29 -0.48
-0.16 -0.11 0.36
-0.44 -0.22 0.07
0.27 0.14 -0.03
0.10 0.04 -0.15
-0.20 -0.09 0.23
0.13 0.05 -0.18
0.45 0.22 -0.12
-0.09 -0.01 0.30
-0.27 -0.16 -0.27
-0.05 -0.02 0.09
-0.09 -0.05 0.04
-0.07 -0.04 -0.01
-0.04 -0.03 -0.06
-0.04 -0.03 -0.11
-0.05 0.00 0.10
-0.04 -0.02 0.00
-0.17 -0.02 0.06
-0.03 -0.02 -0.09
0.06 0.00 0.03
0.05 0.03 -0.08
-0.07 -0.02 -0.08
0.08 0.06 0.05
0.08 0.02 0.05
0.04 0.00 0.03

Results
Orbital gap (eV): 8.06
LUMO level (eV): 0.1
Molar mass (g mol⁻¹): 334.42
Energy relative to the best compared isomer or geometry (same formula, charge and spin) (eV): 1.764
HOMO energy (Eh): -0.293

ORCA calculation (ωB97M-V/def2-TZVPD) on an isolated molecule of C5H7NO3 at a distorted geometry.

Each line ends with the natural charge from an NBO analysis.
Positions of all 16 atoms, in Å:
C  0.964443  1.431170  1.505558  -0.388
C  -0.126479  0.956382  0.900528  -0.165
C  0.536398  0.360209  -1.906945  -0.113
C  -0.417556  -0.507466  -1.194969  0.034
C  -0.253243  -0.629081  0.332434  -0.165
N  -1.152232  -1.565344  1.041551  0.281
O  -0.619842  -2.303368  1.853877  -0.083
O  -2.358198  -1.597318  0.772117  -0.377
O  0.465616  -1.062331  -2.101078  -0.470
H  1.175892  2.496643  1.468577  0.206
H  1.629030  0.874104  2.097145  0.198
H  -0.728509  1.612683  0.308815  0.195
H  0.144658  0.790460  -2.762213  0.190
H  1.397436  0.821104  -1.437852  0.201
H  -1.497971  -0.695774  -1.492723  0.216
H  0.840556  -0.982074  0.615177  0.240

Cartesian forces, eV/Å:
-1.55 0.64 -0.50
0.67 -2.29 -1.30
-0.79 -1.17 0.31
-2.20 -0.25 1.03
3.27 1.21 2.12
1.83 6.48 -5.74
1.29 -4.23 4.26
-2.88 -1.25 0.54
1.57 -0.74 0.52
-0.28 -0.02 0.22
0.89 -1.03 0.37
-0.53 0.42 0.00
-0.45 1.49 -1.44
0.01 -0.39 0.14
1.26 0.90 0.28
-2.10 0.22 -0.80

Results
2S+1: 3
⟨S²⟩: 2.0106
Orbital gap (spin up / spin down) (eV): 8.37 / 6.76
LUMO level (spin up / spin down) (eV): 0.7 / -3.5
Molar mass (g mol⁻¹): 129.12
Energy relative to the best compared isomer or geometry (same formula, charge and spin) (eV): 5.506
HOMO energy (spin up / spin down) (Eh): -0.280 / -0.377

> Number 2 is which compound?

C5H7NO3

> What is the energy relative to the best compared isomer or geometry (same formula, charge and spin) in the first record?

1.764 eV

> Which of these has the lowest energy relative to the best compared isomer or geometry (same formula, charge and spin)?

C20H22N4O

> Which of these has the lowest molar mass?

C5H7NO3